Molecular formula: C81H176N8O11
Method: DFT, ωB97M-V with the def2-TZVPD basis set

Computed properties:
E_tot	-4456.923752	hartree
HOMO level	-7.808	eV
HOMO-LUMO gap	7.79	eV
energy above the lowest of the compared OMol25 structures with the same formula, charge and spin	5.628	eV
SMILES	CC1(C)CCCC(C)(C)N1O.CC1(C)CCCC(C)(C)N1O.CC1(C)CCCC(C)(C)N1O.CC1(C)CCCC(C)(C)N1O.CC1(C)CCCC(C)(C)N1O.CC1(C)CCCC(C)(C)N1O.CC1(C)CCCC(C)(C)N1O.CC1(C)CCCC(C)(C)N1O.CC(C)O.CC(C)O.CC(C)O

Structure (ORCA input):
```
! RIJCOSX wB97M-V def2-TZVPD def2/J DEFGRID3
* xyz 0 1
C -3.29924 6.97431 -3.54696
C -4.14774 7.64635 -4.66150
C -4.70992 8.92621 -4.15096
C -3.31610 7.83264 -5.96502
C -3.08353 6.64392 -6.83884
C -4.43859 6.05213 -7.21519
C -5.38591 5.70460 -6.11959
C -6.83485 5.56103 -6.68188
C -4.97438 4.38464 -5.53701
N -5.36532 6.78680 -5.06226
O -6.30695 6.64201 -4.01571
H -3.90505 6.96596 -2.64086
H -3.03434 5.96445 -3.86015
H -2.39131 7.56916 -3.44728
H -3.93710 9.67601 -3.98167
H -5.17545 9.38836 -5.02148
H -5.39600 8.86700 -3.30605
H -3.84747 8.58190 -6.55184
H -2.36008 8.28849 -5.70755
H -2.62967 6.93980 -7.78466
H -2.44427 5.90488 -6.35588
H -4.28728 5.11234 -7.74622
H -4.94473 6.59890 -8.01078
H -7.49339 5.15983 -5.91152
H -6.76506 4.72005 -7.37181
H -7.23163 6.50033 -7.06706
H -5.61931 4.18934 -4.68025
H -3.94715 4.51531 -5.19669
H -5.01904 3.57221 -6.26231
H -5.92849 5.85977 -3.60768
C 6.81788 -1.41426 -3.35835
C 8.10878 -1.13041 -4.11895
C 7.73597 -0.58331 -5.55387
C 8.96738 0.06562 -3.42297
C 9.66266 -0.48795 -2.14117
C 10.60029 -1.73565 -2.49436
C 9.79898 -2.86196 -3.25579
C 10.99268 -3.74897 -3.86192
C 8.91306 -3.69207 -2.21340
N 8.95939 -2.31766 -4.31813
O 8.32711 -3.29172 -5.03298
H 6.35194 -2.30165 -3.78673
H 7.00310 -1.56680 -2.29509
H 6.03877 -0.65227 -3.37999
H 8.57355 -0.19737 -6.13491
H 7.24896 -1.25042 -6.26513
H 7.21228 0.36850 -5.46500
H 9.72079 0.52635 -4.06188
H 8.23275 0.81963 -3.14034
H 10.23395 0.27814 -1.61693
H 8.87048 -0.76566 -1.44589
H 10.90968 -2.08877 -1.51066
H 11.50802 -1.44662 -3.02407
H 11.44034 -3.32451 -4.76056
H 10.65015 -4.70604 -4.25534
H 11.78745 -3.98501 -3.15429
H 7.92922 -3.89049 -2.63861
H 8.75392 -3.21714 -1.24530
H 9.37695 -4.64996 -1.97814
H 8.77849 -3.20713 -5.87602
C 1.89149 -1.92559 4.67046
C 3.42914 -2.08842 4.41102
C 3.63348 -3.38135 3.60005
C 3.76116 -0.75456 3.63023
C 5.22891 -0.32788 3.44647
C 5.79505 -0.33995 4.89333
C 5.67030 -1.65195 5.62606
C 6.61934 -2.75243 5.00355
C 6.11870 -1.48462 7.11318
N 4.21695 -2.03738 5.64677
O 3.91284 -3.08744 6.50241
H 1.37536 -2.84619 4.94286
H 1.54906 -1.29954 5.49441
H 1.48097 -1.45370 3.77776
H 3.59779 -4.28614 4.20684
H 2.87407 -3.59917 2.84909
H 4.60178 -3.34344 3.10101
H 3.39188 -0.82257 2.60695
H 3.34134 0.13881 4.09255
H 5.74176 -1.10449 2.87906
H 5.43965 0.62348 2.95799
H 5.31887 0.45107 5.47268
H 6.81351 0.04661 4.93098
H 6.64178 -2.78012 3.91414
H 6.45600 -3.73547 5.44522
H 7.64559 -2.44395 5.20294
H 5.53940 -0.69278 7.58805
H 7.15168 -1.16092 7.24072
H 5.99201 -2.35683 7.75450
H 3.41994 -2.71004 7.23468
C 5.87369 -9.04464 -4.46155
C 4.31480 -9.11085 -4.32718
C 3.73565 -9.83557 -5.57135
C 4.01428 -9.90313 -3.00730
C 2.57969 -9.73692 -2.51425
C 2.30035 -8.23329 -2.41997
C 2.49634 -7.48038 -3.65596
C 1.32179 -7.75570 -4.67961
C 2.48430 -5.97415 -3.17146
N 3.83570 -7.73361 -4.17452
O 4.08543 -6.97239 -5.30285
H 6.41043 -9.96697 -4.23946
H 6.19055 -8.76335 -5.46583
H 6.35417 -8.29555 -3.83219
H 2.66746 -9.63274 -5.64842
H 4.23949 -9.41860 -6.44334
H 3.80766 -10.92088 -5.50066
H 4.04938 -10.96721 -3.24100
H 4.75100 -9.54659 -2.28744
H 1.90033 -10.17041 -3.24818
H 2.39959 -10.25279 -1.57109
H 2.87055 -7.84324 -1.57686
H 1.24312 -8.16687 -2.16318
H 1.75361 -7.49464 -5.64578
H 0.46844 -7.17980 -4.32154
H 1.11004 -8.82349 -4.62393
H 3.42313 -5.71903 -2.67990
H 1.65892 -5.75613 -2.49373
H 2.43821 -5.27566 -4.00698
H 4.68108 -6.32550 -4.91768
C 5.49820 8.63521 -3.02492
C 4.00714 8.25077 -2.91521
C 3.00913 9.55591 -3.01932
C 3.50117 7.45073 -4.11438
C 3.78590 5.94882 -4.07417
C 3.36622 5.36553 -2.75567
C 3.77329 6.15351 -1.49521
C 2.72657 5.73743 -0.37651
C 5.22721 5.80751 -1.17315
N 3.64206 7.57453 -1.63899
O 3.88358 8.34432 -0.54030
H 5.77456 9.38064 -3.77060
H 5.86866 9.08915 -2.10579
H 6.14716 7.76680 -3.13821
H 1.94388 9.33058 -2.96853
H 3.11855 10.23569 -2.17432
H 3.20935 10.12514 -3.92706
H 2.43345 7.56237 -4.30307
H 3.98858 7.81586 -5.01839
H 3.42482 5.37548 -4.92798
H 4.87580 5.94872 -4.08832
H 3.80686 4.37640 -2.88032
H 2.29014 5.20149 -2.81253
H 2.77576 4.65707 -0.24047
H 1.68272 5.99699 -0.55288
H 3.03642 6.18822 0.56629
H 5.40615 4.76770 -0.89954
H 5.59305 6.50300 -0.41779
H 5.86693 5.95907 -2.04256
H 2.97099 8.62800 -0.44909
C -3.24918 -7.09238 4.48660
C -4.31090 -6.11172 5.07861
C -5.65976 -6.84529 5.08732
C -3.80551 -5.90985 6.51705
C -4.48640 -4.73744 7.21484
C -4.54593 -3.39662 6.43636
C -5.07954 -3.63881 4.98189
C -6.58757 -3.76644 5.01277
C -4.75835 -2.28642 4.20639
N -4.33352 -4.78343 4.34951
O -4.67075 -4.91626 3.03006
H -3.39626 -7.29140 3.42506
H -2.23505 -6.74764 4.68861
H -3.45011 -8.00482 5.04801
H -6.36691 -6.41134 5.79424
H -6.05390 -6.79252 4.07245
H -5.52727 -7.90707 5.29515
H -3.80993 -6.75620 7.20391
H -2.76636 -5.58085 6.51995
H -5.50351 -4.97717 7.52491
H -3.90860 -4.48734 8.10460
H -3.56052 -2.93091 6.44975
H -5.28092 -2.80758 6.98493
H -6.96257 -4.10153 5.97982
H -6.96175 -4.36236 4.18032
H -7.04889 -2.77949 4.97785
H -3.67322 -2.18350 4.20221
H -5.13865 -1.43825 4.77568
H -5.07956 -2.43205 3.17502
H -3.94021 -4.56649 2.51473
C -8.08324 5.46403 1.84896
C -7.56526 4.07019 2.31006
C -6.08678 4.23977 2.77606
C -8.38716 3.61854 3.52389
C -9.76313 3.07484 3.10886
C -9.61015 2.00697 2.01602
C -8.79777 2.36345 0.73047
C -8.43958 0.98512 0.13694
C -9.79265 3.18179 -0.18397
N -7.59270 3.08928 1.15238
O -6.78073 3.51366 0.12000
H -7.96376 6.16136 2.67815
H -7.66550 5.96697 0.97681
H -9.13376 5.35612 1.57904
H -5.65760 3.28574 3.08221
H -5.34435 4.58589 2.05696
H -6.09661 4.95985 3.59429
H -7.82925 2.95937 4.18897
H -8.53455 4.45240 4.21024
H -10.23465 2.62496 3.98258
H -10.29576 3.95502 2.74875
H -10.54890 1.54657 1.70798
H -9.07499 1.19135 2.50231
H -9.34913 0.59264 -0.31778
H -7.99931 0.27026 0.83210
H -7.77508 1.17116 -0.70683
H -9.38321 3.43110 -1.16290
H -10.08330 4.12911 0.27013
H -10.69177 2.63574 -0.46949
H -6.17904 2.76620 0.09047
C 0.98702 1.45856 11.72806
C 0.16758 0.68648 10.68125
C 0.56539 -0.78789 10.74617
C -1.35506 0.68582 11.11520
C -2.07350 2.01710 10.76239
C -1.90229 2.22915 9.25206
C -0.43821 2.35157 8.80194
C -0.58895 2.30915 7.22025
C 0.11872 3.72681 9.20003
N 0.29897 1.16284 9.28109
O 1.62829 1.19113 8.85469
H 0.70079 2.49853 11.88498
H 1.14585 0.95527 12.68178
H 1.97113 1.51062 11.26228
H 1.60513 -0.86638 11.06380
H 0.02335 -1.38853 11.47661
H 0.50709 -1.37167 9.82752
H -1.92477 -0.13285 10.67556
H -1.27907 0.57366 12.19675
H -3.12634 1.98760 11.04301
H -1.57709 2.82538 11.29938
H -2.48519 3.14269 9.13479
H -2.44249 1.40759 8.78159
H 0.40494 2.30801 6.77271
H -1.02852 3.22173 6.81767
H -1.16894 1.49712 6.78173
H -0.23769 4.56174 8.59673
H 1.19659 3.73559 9.03813
H 0.01298 3.84972 10.27791
H 1.66366 0.35833 8.37847
C -0.38528 0.07359 -8.58080
C -1.08499 -0.54469 -9.78266
C -0.22525 -1.59947 -10.61413
O -2.17277 -1.28427 -9.28007
H 0.04154 -0.69865 -7.94083
H -0.98886 0.74354 -7.96846
H 0.39173 0.75641 -8.92446
H -1.45613 0.19094 -10.49623
H -0.57016 -1.84262 -11.61913
H 0.05136 -2.58220 -10.23227
H 0.78436 -1.33575 -10.92915
H -2.22963 -2.05368 -9.85138
C -5.27174 -3.86894 -3.32148
C -4.38140 -3.59199 -4.56152
C -4.60542 -4.71638 -5.61540
O -4.65297 -2.34427 -5.19744
H -5.11214 -3.15647 -2.51216
H -5.21215 -4.88880 -2.94144
H -6.32973 -3.70429 -3.52554
H -3.31478 -3.51222 -4.35153
H -4.13823 -4.57906 -6.59058
H -5.62789 -4.56878 -5.96304
H -4.50846 -5.76466 -5.33286
H -4.16073 -2.29078 -6.01990
C -0.90610 0.40949 -2.47909
C -1.96448 0.34634 -1.35373
C -1.63339 1.33439 -0.21495
O -3.20565 0.66240 -1.92840
H 0.05293 0.67750 -2.03576
H -1.15027 1.14677 -3.24388
H -0.85767 -0.57552 -2.94334
H -1.89352 -0.68270 -1.00141
H -0.65712 1.21748 0.25551
H -2.31227 1.27147 0.63550
H -1.59672 2.32521 -0.66777
H -3.22305 0.42072 -2.85731
*
```